{"formula": "C88H176F30N12O17PS8", "method": "wB97M-V/def2-TZVPD", "symbols": ["H", "H", "O", "H", "H", "H", "H", "S", "H", "H", "C", "F", "H", "C", "F", "C", "F", "H", "C", "C", "H", "F", "H", "F", "N", "H", "H", "C", "C", "H", "H", "H", "H", "H", "C", "H", "O", "H", "H", "H", "H", "H", "H", "H", "H", "H", "C", "H", "H", "C", "C", "H", "C", "O", "F", "H", "C", "H", "C", "C", "S", "H", "N", "H", "H", "H", "S", "C", "C", "H", "N", "C", "C", "F", "C", "H", "H", "H", "F", "H", "H", "H", "H", "H", "F", "F", "C", "C", "N", "C", "H", "O", "H", "H", "C", "H", "F", "H", "H", "H", "H", "H", "H", "N", "H", "H", "H", "H", "H", "C", "F", "H", "F", "C", "H", "C", "C", "F", "F", "H", "H", "H", "H", "H", "H", "C", "H", "H", "H", "H", "H", "H", "H", "C", "H", "C", "C", "C", "S", "C", "H", "H", "C", "O", "N", "P", "F", "H", "H", "H", "O", "C", "H", "H", "H", "H", "C", "H", "H", "H", "H", "H", "S", "S", "H", "H", "H", "H", "N", "H", "O", "O", "H", "C", "C", "N", "C", "C", "F", "H", "C", "C", "H", "H", "H", "N", "C", "H", "H", "F", "H", "H", "C", "C", "C", "C", "F", "H", "C", "H", "H", "H", "H", "H", "C", "H", "C", "C", "N", "H", "H", "H", "C", "H", "H", "H", "H", "H", "H", "N", "C", "O", "H", "H", "C", "C", "H", "F", "C", "C", "C", "H", "H", "C", "H", "H", "H", "H", "F", "H", "C", "C", "S", "H", "H", "H", "H", "C", "H", "C", "C", "O", "H", "H", "C", "S", "H", "H", "C", "H", "H", "C", "O", "H", "C", "C", "H", "H", "H", "O", "H", "H", "C", "H", "H", "C", "H", "H", "H", "H", "C", "H", "F", "C", "H", "H", "F", "F", "H", "C", "H", "C", "C", "H", "O", "F", "H", "C", "C", "O", "O", "H", "C", "O", "H", "F", "H", "C", "C", "H", "H", "H", "H", "H", "C", "H", "O", "C", "C", "F", "F", "H", "C", "F", "H", "C", "N", "H", "H", "F", "C", "H"], "coordinates": [[-7.105, -1.938, -3.057], [2.091, 8.093, 1.247], [2.077, 10.358, -2.220], [4.854, 4.708, 3.136], [-3.217, 6.027, 1.593], [0.841, 0.873, -4.073], [-9.599, -3.871, 1.706], [-1.572, 2.811, 0.361], [-4.989, 6.340, 1.706], [3.111, 3.325, -0.266], [1.769, 5.334, 4.741], [2.849, -5.871, -6.808], [-6.018, 7.213, -0.421], [8.739, -6.959, 3.480], [6.674, -6.949, -0.764], [9.312, -7.288, 6.708], [0.069, 4.770, 0.805], [-6.931, -4.718, -2.533], [0.122, 0.044, -6.913], [-9.379, -4.729, 1.046], [-8.706, -3.667, -1.583], [0.368, 6.005, -3.864], [-7.238, -4.096, 1.208], [1.556, 11.337, -5.312], [8.516, -5.925, 4.570], [-7.521, -5.407, -0.106], [-1.282, 9.162, 7.066], [0.380, -5.300, -3.076], [0.088, -9.201, 1.799], [-0.515, -7.790, 3.813], [-3.173, 0.682, -7.252], [-3.373, 2.166, -5.052], [0.397, 3.872, 6.434], [-2.096, -7.809, 0.558], [-8.243, -3.345, -0.694], [7.411, -4.341, 2.260], [4.384, -4.714, 2.556], [3.634, 8.146, -1.903], [4.181, 3.986, 0.796], [-1.762, 0.264, -8.443], [2.027, 10.704, 0.710], [8.103, -7.846, 3.695], [-3.609, 7.252, -0.329], [-2.441, -14.004, 3.473], [6.574, -3.871, 5.523], [5.364, 8.898, -3.842], [0.132, 3.559, 0.345], [3.590, 5.307, -1.889], [3.097, 0.213, -7.449], [1.522, -6.031, -6.717], [1.699, 1.907, -6.466], [-5.554, -3.973, -3.419], [-3.648, 0.143, 2.984], [5.175, -7.483, 1.551], [1.111, -6.797, -7.769], [7.532, -6.678, 1.670], [-2.662, -7.780, 5.802], [-2.694, -1.536, -6.093], [-4.124, 6.269, -0.318], [5.440, 5.810, -0.990], [4.312, -7.145, 0.449], [5.249, 9.857, -2.334], [1.418, 0.412, -6.215], [7.026, -4.950, 6.855], [3.057, 4.075, -7.643], [-4.666, 3.823, -2.038], [-0.173, 7.714, -1.917], [-0.263, -6.874, 1.379], [-1.658, -7.555, 1.519], [-1.823, 4.666, 3.455], [3.259, -6.058, 0.721], [-2.568, -8.041, 4.296], [-0.593, 9.022, 6.263], [-1.504, -1.363, -1.206], [7.041, -5.835, 4.847], [-1.785, -11.423, 3.597], [4.520, 6.880, -2.772], [-3.574, 3.933, -5.395], [-0.197, 10.158, -5.176], [6.044, 5.427, -0.144], [-0.915, -9.541, 4.234], [10.896, -6.656, 8.098], [0.796, 2.023, -8.345], [4.713, -2.836, 6.708], [1.323, -3.781, 0.421], [1.205, -6.765, -5.651], [-5.280, 4.175, -2.925], [8.443, -6.240, 2.087], [-6.994, -2.540, -1.044], [1.793, 2.226, -7.926], [-0.922, 2.423, 4.692], [1.082, -2.867, -3.072], [-3.000, -12.271, 0.969], [-7.579, -1.043, 0.333], [-0.672, 6.520, -3.254], [8.257, -7.598, 6.706], [0.048, 11.875, -3.892], [-7.150, 7.699, -5.028], [-3.998, -0.733, 3.527], [-3.623, -7.204, 5.917], [4.722, -3.996, 8.025], [-8.203, -1.116, -1.887], [0.603, -0.824, -4.616], [-5.500, 6.661, -2.406], [0.211, 4.177, 3.676], [-0.253, -1.908, 2.631], [-3.685, 5.639, -3.197], [-5.539, 9.732, -3.911], [2.069, -1.182, -7.376], [3.260, -0.983, -5.480], [1.726, -5.666, -3.041], [2.618, 2.225, -5.980], [0.825, 2.806, 1.166], [-5.120, 3.179, -4.102], [2.032, 3.988, -9.130], [-4.202, 5.766, 1.136], [-2.250, 0.134, -7.452], [0.635, 3.564, -0.846], [-3.580, -2.506, 1.112], [2.403, 3.857, 3.467], [-10.149, -4.673, 0.287], [-0.014, -9.692, 0.807], [0.056, -1.665, 0.937], [-0.268, 7.874, 4.449], [-2.734, -8.757, 6.343], [-4.901, 8.005, -2.590], [6.626, -5.590, 3.887], [1.191, 10.071, 2.220], [3.183, 0.657, -4.002], [7.285, 7.131, -0.460], [-4.826, 8.317, -4.681], [-1.778, -7.203, 6.097], [9.265, -6.119, 8.448], [5.522, -6.284, -0.741], [-1.937, 7.975, 4.889], [-0.854, 6.454, 6.099], [-2.153, 4.857, 4.504], [2.138, 10.245, 1.714], [0.487, -4.510, -6.539], [5.521, 8.892, -2.723], [-6.280, 4.181, -2.660], [-3.933, -12.074, 2.406], [-2.190, -0.048, 2.971], [-2.433, 3.774, -0.271], [-0.013, 9.062, -2.691], [-3.268, -3.756, 2.131], [-0.032, -5.137, -1.757], [-5.055, 5.818, -4.322], [-6.145, 5.524, -0.693], [9.710, -7.812, 8.804], [1.989, -5.275, 2.787], [-5.411, 8.651, -3.847], [1.884, 6.358, 5.019], [-2.467, -10.072, 0.966], [2.956, 8.564, 2.697], [0.320, 0.296, -7.938], [-2.344, -10.009, 2.024], [-3.988, -5.163, -1.631], [6.740, -6.794, 5.094], [-1.716, -0.104, 0.912], [-3.441, -1.713, -7.679], [-5.358, -0.411, -2.639], [0.280, -3.659, -3.906], [-1.793, 1.221, -1.919], [-2.296, -1.518, 1.477], [-3.350, -8.676, 3.912], [3.387, -3.885, 6.856], [6.484, 8.784, -0.086], [-1.331, -8.865, 2.267], [-1.870, -14.097, 1.722], [-1.390, 7.594, -1.152], [-0.853, -5.037, -6.386], [2.481, 1.575, -8.511], [5.013, -5.040, 6.076], [2.672, -0.303, -4.220], [-1.678, -0.735, 1.753], [0.818, -7.868, 1.708], [-5.828, -3.433, -1.204], [-3.669, -4.739, 0.889], [4.349, -0.908, -5.524], [-6.945, 6.828, -2.998], [2.582, -0.432, -6.721], [-0.302, -6.001, 2.000], [-3.984, 0.955, 3.601], [-1.452, 0.472, -5.416], [5.251, 7.287, -0.835], [4.467, 7.524, 0.392], [8.692, -3.657, 4.356], [0.377, 8.741, 6.685], [-2.931, -2.662, 3.263], [9.965, -4.728, 3.825], [3.654, 6.852, 0.287], [-1.968, -11.366, 2.514], [6.949, 8.493, -2.251], [6.513, -4.896, 5.913], [8.897, -4.629, 3.862], [-4.903, -3.774, 2.538], [4.757, 4.044, -1.789], [-5.615, -0.629, -0.457], [-5.454, -6.055, -1.252], [-5.806, 3.621, -4.812], [0.042, 5.955, 3.427], [9.889, -8.095, 6.228], [-6.656, 0.578, -1.990], [-1.494, 2.845, 5.534], [0.087, -1.061, -6.845], [2.655, 4.922, 3.601], [-4.980, -5.548, -2.073], [-1.412, 1.386, -0.388], [-0.568, 9.994, 5.823], [0.439, -0.388, 2.106], [-1.174, 1.733, -6.552], [2.108, 3.724, -8.084], [2.628, -0.922, -3.363], [-5.636, -6.652, -3.815], [10.436, -5.903, 5.475], [-3.447, 3.806, 6.039], [-1.640, 6.248, 6.809], [6.059, 5.804, -1.886], [-0.828, 5.145, 5.245], [-5.885, -4.402, -2.428], [-3.235, 1.211, -2.166], [-4.452, 4.663, 1.230], [-7.266, 5.870, -3.396], [4.130, 5.117, 3.890], [-6.164, -0.414, -1.888], [4.421, 4.697, 4.802], [-1.730, -3.722, 1.669], [-0.954, 7.849, 5.312], [-4.793, 5.588, -3.274], [4.473, -3.877, 6.957], [-5.201, 8.616, -1.701], [2.426, 5.417, 2.632], [0.270, 5.168, 4.219], [2.737, 10.915, 2.361], [-7.626, 8.723, -3.702], [-0.008, 6.446, 6.788], [3.680, 9.390, -0.282], [2.580, -2.587, 1.775], [-1.079, -11.560, 1.956], [-4.735, -6.499, -3.265], [-2.673, -13.752, 2.391], [3.125, -5.022, 1.944], [-2.398, -6.998, 2.053], [9.185, -5.144, 6.405], [-5.434, 0.228, 0.210], [-2.846, 5.677, 4.610], [4.306, 4.851, -1.230], [4.776, -5.977, 6.674], [-0.666, 3.961, 6.205], [9.808, -6.963, 8.070], [-1.517, 0.086, 3.944], [-5.763, -4.092, -0.361], [3.174, -2.092, -5.336], [-2.986, -12.347, 2.054], [1.390, 9.586, -3.217], [-0.979, 4.276, 7.189], [7.299, 7.650, -2.837], [-7.928, -4.451, 0.364], [0.807, 2.473, -6.127], [1.388, 4.390, -7.484], [6.610, 7.927, -0.810], [1.029, 7.190, -1.337], [-4.719, -1.261, -0.529], [8.397, -4.735, 2.356], [-1.274, -8.573, 3.791], [1.587, -7.983, 0.976], [-5.434, 2.175, -3.688], [-0.221, -6.567, 0.346], [-0.892, 1.814, -2.865], [-3.261, -9.542, 2.379], [9.737, -7.324, 3.541], [-5.481, 6.393, -0.918], [-6.190, -2.093, 0.901], [-1.708, 2.020, 6.188], [-6.861, 7.989, -3.984], [-3.439, 3.110, 4.433], [-3.571, -14.297, 2.189], [1.357, -7.650, 2.655], [-4.900, -2.915, -1.239], [-2.778, 3.618, 5.133], [5.026, 7.196, 1.274], [-0.326, -6.277, -3.579], [-1.069, -0.401, -2.081], [0.471, -9.912, 2.560], [-3.985, -6.091, -3.950], [-1.349, -0.805, -3.353], [5.840, -5.011, -0.331], [-2.966, 3.314, -3.961], [1.294, 0.067, -4.751], [4.273, 6.218, 3.805], [9.403, -6.042, 5.757], [4.030, 8.914, 0.659], [-3.798, 7.818, -2.615], [3.611, -8.175, -0.260], [-2.873, -4.993, 3.111], [-3.576, 5.514, -0.862], [4.614, 7.776, -2.157], [0.672, 10.904, -4.468], [0.925, -3.668, -7.614], [-1.890, 2.450, 1.758], [4.765, 9.493, 1.194], [2.791, 8.867, 1.616], [-1.119, -3.245, -3.953], [-1.809, -2.078, -7.390], [0.248, -0.413, -1.985], [-8.977, -2.735, -0.226], [3.539, 4.273, -0.030], [-1.188, 0.662, -6.465], [9.154, -4.187, 1.767], [-7.641, 6.995, -2.239], [-9.443, -5.693, 1.488], [4.466, -5.079, 5.196], [2.007, 4.704, 5.674], [-7.207, -1.519, -2.127], [2.760, 4.948, 0.346], [2.214, 8.683, -3.930], [2.533, -3.697, 0.921], [-0.219, -1.164, 1.847], [-1.479, 7.101, -4.195], [-1.437, 5.509, -2.727], [-2.744, -7.064, 3.865], [-2.566, -1.394, -7.152], [3.353, -3.510, -0.129], [-4.340, -7.483, -3.010], [-3.689, 3.144, -4.690], [1.175, -3.861, -5.237], [-4.063, 0.072, 1.948], [7.710, 9.258, -2.281], [5.138, -6.153, -2.043], [-6.667, -1.561, 0.087], [9.236, -6.528, 1.412]], "atomic_forces_ev_per_a": [[-0.219, -1.157, -2.278], [0.060, 0.533, -0.162], [0.209, 0.204, 0.583], [-1.000, 0.055, 0.337], [-0.745, -0.621, -0.112], [0.430, -0.716, -1.702], [0.170, -0.748, 0.156], [-1.636, -1.470, 1.040], [0.718, -0.505, -0.442], [-0.660, -0.486, -0.603], [-1.928, -0.617, 0.684], [-0.937, 0.265, 0.183], [0.062, 0.079, -0.483], [-1.315, -0.088, -0.515], [0.052, -0.419, 0.231], [-0.670, -0.076, -2.518], [-0.025, 1.519, 0.661], [0.230, -0.277, -0.236], [0.586, -1.066, 0.398], [1.590, 1.541, -1.210], [-0.193, -0.885, -1.172], [0.334, -0.373, -0.277], [-0.812, -0.467, -1.457], [1.218, 0.615, -0.257], [-0.033, 1.400, -0.513], [-0.470, 1.336, 0.660], [-0.604, -0.401, 0.697], [1.575, -0.299, 1.934], [-0.747, -0.718, 0.443], [0.223, -0.279, 0.604], [0.149, 0.172, -0.720], [-0.473, 0.100, -0.576], [0.010, -0.720, -0.807], [0.133, -0.299, -0.121], [1.978, -0.518, 1.593], [-0.597, 0.441, -0.332], [0.002, 0.653, 0.186], [-0.385, -0.059, -0.227], [0.461, 0.400, 0.304], [-1.181, 0.061, 0.217], [-0.252, -0.211, 0.667], [0.159, 0.785, -0.236], [-0.109, -0.763, -0.171], [0.005, 0.681, -1.192], [0.631, 0.017, 0.239], [0.402, 0.161, 1.217], [-1.733, -1.120, 0.176], [-0.493, 0.131, -0.490], [0.542, -0.445, 0.879], [-0.559, -1.565, -0.594], [-0.792, -0.547, 0.184], [-0.403, 0.002, 1.104], [-0.826, -0.761, -1.318], [0.074, 0.059, -0.090], [0.415, 1.127, 0.231], [-0.026, 0.438, 0.106], [-0.879, -0.880, -0.363], [-0.399, 0.111, 0.586], [0.305, -0.094, 0.556], [1.635, -0.576, 0.063], [0.131, -0.213, -0.416], [-0.271, 0.378, 0.185], [-0.554, 1.124, 1.029], [0.209, -0.142, 0.482], [0.040, -0.662, -0.545], [-0.770, 0.249, -0.856], [-1.085, -0.529, -0.766], [-1.661, 0.272, -0.528], [1.107, -1.317, -0.061], [-0.790, 0.183, 0.716], [-1.125, 1.670, 1.546], [-0.381, 0.550, 0.172], [0.440, -1.561, -0.041], [-0.307, 0.904, -0.528], [0.294, 0.604, 0.197], [-0.018, -0.012, -0.312], [0.063, 0.509, -0.219], [0.172, 0.354, -1.006], [-0.498, 0.191, -0.237], [-0.172, 0.462, -0.279], [-0.351, 1.133, -0.112], [-1.076, -0.407, -0.248], [0.370, 0.430, -0.203], [0.573, -0.374, -0.459], [-0.401, -0.352, 0.553], [0.688, -0.146, 0.544], [3.388, -0.416, 0.495], [-0.087, -1.276, 1.086], [-0.154, 1.219, 1.323], [-0.225, 0.248, -0.891], [-0.497, 0.275, 0.067], [1.670, 1.599, 1.857], [-0.343, -0.024, -0.236], [-0.367, -0.021, 0.328], [-1.199, -0.138, -0.399], [0.237, -0.116, 0.295], [-0.382, 0.924, 0.731], [0.634, 0.125, 0.907], [-0.146, -0.300, -0.120], [1.159, -0.499, 0.424], [-0.055, -0.103, -0.405], [0.202, -0.292, -0.653], [0.883, 0.993, -0.688], [-1.086, -0.187, -0.680], [-0.029, 0.994, 0.634], [0.486, -0.147, 0.175], [-0.832, 0.358, 0.268], [0.496, -0.158, 0.543], [0.788, 0.068, 0.787], [1.555, -1.594, 0.909], [-2.219, 0.469, 0.021], [-0.089, -0.296, 0.505], [1.282, -0.558, 0.637], [0.493, -0.023, 1.221], [0.174, 0.308, -0.118], [-0.480, 0.317, 0.648], [0.636, -1.651, 1.028], [0.503, -0.143, -1.127], [-0.304, 0.579, -0.335], [0.348, 0.126, -0.328], [-0.172, -0.202, -0.390], [0.076, 0.240, 0.641], [-0.012, 0.024, -0.473], [-0.036, -0.223, 0.425], [0.165, 1.005, -0.091], [1.767, 1.225, 0.805], [-0.527, 0.048, -0.362], [-0.329, 0.515, -0.193], [0.107, -0.574, 0.083], [0.090, 0.797, 0.105], [0.411, 0.052, -0.537], [-0.404, -0.069, 0.320], [-0.396, 0.432, 0.479], [0.450, 1.082, -1.366], [-0.484, -0.071, -0.037], [-0.061, 0.433, -0.947], [-0.006, 0.002, -0.229], [0.264, -0.064, -0.108], [0.885, -0.150, 0.174], [0.195, -1.215, -1.064], [-2.106, 0.048, 0.687], [-1.609, 0.446, 0.591], [-0.383, -0.540, 1.015], [0.527, -0.441, -0.156], [-0.327, -0.601, 0.441], [-1.163, -1.864, -0.270], [0.459, -0.132, -1.389], [0.017, 0.184, 0.420], [0.747, 0.230, -0.472], [-0.011, 0.807, -0.882], [0.217, -0.021, 0.217], [-2.146, -1.516, -0.793], [0.342, 0.844, 0.268], [0.093, 0.083, -0.962], [0.663, 0.041, -1.191], [-0.213, -0.173, -0.526], [0.120, 2.386, 0.090], [-1.331, -0.459, -0.825], [-0.628, -2.110, 0.370], [-0.212, 0.183, 0.639], [-0.624, -0.127, -0.249], [-0.273, -0.153, 0.294], [-1.160, -0.637, -1.492], [-0.825, -0.330, -0.575], [0.187, 0.046, 0.315], [-0.605, -0.175, 0.506], [-0.127, -0.163, 0.332], [0.623, -0.979, -0.654], [-0.310, -0.416, 0.277], [-0.181, -0.247, 0.513], [0.311, 1.087, 0.240], [0.931, 0.832, -0.341], [-0.215, 0.680, 0.472], [0.336, -0.378, 3.759], [0.072, 1.719, -2.516], [1.780, 1.247, -1.284], [0.158, -1.001, 1.411], [0.071, -1.532, -2.064], [0.526, -0.036, 0.740], [-0.040, 0.521, -0.135], [1.554, -0.707, -0.656], [-1.549, -0.455, -1.160], [0.534, 0.493, 0.248], [0.096, 0.724, -0.228], [0.192, -0.298, -0.278], [0.231, -0.392, -1.128], [0.633, -0.064, 0.656], [-0.427, -1.044, 0.179], [0.002, 0.592, 0.100], [-0.344, -0.350, 0.453], [0.672, 0.274, -0.117], [-1.102, -0.346, -0.017], [0.384, 0.851, 0.725], [-1.795, -1.373, 0.884], [-0.031, 1.165, -1.603], [0.366, 0.131, -1.575], [1.891, 0.179, 0.158], [0.143, -0.358, -0.139], [-0.172, -0.897, -0.942], [-0.160, -0.594, 0.469], [-0.399, -0.782, -0.691], [0.203, -0.884, 1.224], [-0.246, 0.065, 0.282], [0.238, -0.612, 0.091], [0.250, 0.363, 0.338], [-0.073, 0.536, 0.011], [0.291, -1.242, -0.921], [1.745, -0.448, -0.079], [-0.083, 1.578, 0.754], [0.351, 0.413, -0.859], [0.432, 1.243, 0.195], [0.213, 0.729, -0.141], [-0.813, 0.950, 1.270], [-0.073, -0.644, 0.705], [-0.779, -0.136, -0.449], [0.220, -0.075, -0.580], [1.158, 0.127, -1.005], [-0.884, 0.451, -0.171], [0.305, -0.458, 0.091], [-0.029, 0.972, 0.770], [-0.105, 1.434, -0.295], [1.795, -0.017, 0.338], [0.521, 1.319, -0.201], [0.355, -0.029, -0.401], [0.346, 1.376, -2.382], [0.405, 1.408, -0.391], [0.439, -0.237, 1.656], [0.069, 0.201, -0.426], [0.309, -0.804, 0.662], [-0.050, -0.179, -0.046], [-0.651, -0.170, 0.185], [0.496, -0.548, -0.663], [-0.233, -0.095, 0.663], [1.219, -0.652, -0.878], [-0.230, -0.260, -0.428], [0.253, -0.098, 0.002], [0.609, -0.099, -0.601], [0.284, 0.110, 0.662], [-0.158, -0.596, -1.174], [1.114, -0.608, 0.111], [0.978, 0.429, 0.461], [0.608, -1.326, 0.943], [0.325, -2.855, -1.057], [-0.136, 0.267, 0.296], [0.019, -0.745, -0.762], [-0.188, -0.171, -0.617], [0.265, 0.648, -0.328], [-0.925, 0.158, 0.544], [0.229, 0.830, -0.859], [0.363, 0.212, -0.341], [1.604, -0.398, 1.405], [0.767, 0.201, -0.629], [-0.150, 0.104, 0.689], [-0.683, 0.893, -0.570], [0.752, 0.254, -0.564], [-0.534, 2.933, 0.409], [-1.089, 0.060, 0.120], [0.189, -0.098, -0.294], [-1.411, -0.738, 0.629], [0.772, -0.407, 0.467], [0.495, -1.161, -1.042], [0.613, 1.418, 0.342], [0.575, -0.156, 0.216], [0.082, 0.907, 0.199], [1.392, -0.388, 1.746], [1.149, -0.565, -1.221], [0.356, 0.274, -0.661], [0.161, 1.060, -0.877], [0.344, 0.410, -0.271], [-0.517, 1.530, -0.117], [-0.213, -0.697, 0.140], [0.999, 0.101, 0.146], [-1.925, -0.649, 0.399], [-0.659, -0.388, 0.500], [0.054, -0.295, 0.444], [-0.258, 0.588, -0.767], [0.336, -0.094, -0.243], [-0.344, -0.819, -0.333], [-0.536, 0.010, -0.545], [0.449, 0.733, -0.060], [0.411, -0.319, 0.852], [0.356, -0.354, -0.368], [-0.163, -0.068, -0.250], [0.012, -3.448, -1.070], [0.080, 0.341, -0.747], [-0.196, 0.208, 0.032], [-0.431, 0.528, 1.307], [-0.630, -1.041, 0.208], [1.163, 0.503, 1.683], [-1.510, -0.151, 2.477], [0.357, -0.603, 0.743], [-0.168, 0.536, 2.498], [-1.882, 0.283, 0.476], [-0.808, 0.648, 0.308], [0.911, -0.210, -0.239], [-1.049, 0.777, -0.355], [0.548, 0.230, -0.268], [-0.120, 0.724, 0.656], [-0.205, -3.328, 0.254], [-0.780, 0.184, -0.818], [0.908, 0.830, -1.312], [0.561, 0.409, -0.331], [-0.009, -0.222, 0.411], [1.297, -1.350, -0.778], [1.350, -0.754, -0.712], [0.087, 0.725, 0.496], [-0.248, 1.257, 0.314], [0.493, 0.521, 0.306], [-0.006, -0.196, 0.092], [-0.735, -0.135, 0.073], [-0.687, 0.646, 1.646], [0.050, -0.528, 0.749], [-0.657, -0.079, -1.946], [-0.446, 0.829, -1.443], [-0.126, 1.181, 2.364], [0.167, -0.196, -0.150], [0.338, -1.387, -1.142], [0.960, 2.459, -0.686], [-1.862, -1.663, 0.565], [0.645, -0.176, 0.739], [0.880, 0.454, -0.266], [0.056, 0.060, -0.269], [-0.180, 2.021, -0.035], [-0.141, 0.451, 0.874], [-0.116, 0.054, 0.407], [-1.329, -0.794, 0.118], [-2.156, -0.163, 0.709], [0.073, 0.481, 1.005], [-0.022, 0.281, 0.286], [-0.328, -0.387, 1.495], [0.789, -0.622, 0.686], [0.259, 0.093, -0.160]], "e_homo_ha": -0.4846, "energy_ha": -11916.80743, "orbital_gap_ev": 8.92, "charge": 3, "lumo_energy_ev": -4.3}